[1]
# C6H11NO

A structure of composition C6H11NO in a non-equilibrium geometry (ωB97M-V/def2-TZVPD, OMol25).

```
19
Properties=species:S:1:pos:R:3
C 0.1204 -0.5784 1.0532
C -0.2851 0.6198 1.7853
C -1.0691 -0.1387 -1.5458
C 0.8394 -1.8686 1.2812
N -1.1968 -0.3418 1.1012
C 0.3936 0.5534 -1.4050
C 0.3937 1.9064 -1.2387
O -1.8965 0.3083 -0.5937
H 0.5211 -0.0409 -0.1900
H -0.1062 1.5797 1.2994
H -0.3840 0.6440 2.8665
H -1.3957 0.1624 -2.5503
H -0.9147 -1.2349 -1.5178
H 1.2064 0.1065 -1.9767
H 0.6881 -2.1916 2.3136
H 1.9092 -1.7651 1.1005
H 0.4420 -2.6386 0.6191
H 1.2306 2.5235 -1.5371
H -0.4964 2.3945 -0.8651
```

The energy relative to the best compared isomer or geometry (same formula, charge and spin) is 7.3756 eV. The largest force on an atom is 2.68 eV/A. The electronic energy is -9931.0789 eV. The charge is 0. The calculation puts the HOMO-LUMO gap at 7.80 eV.

[2]
# C6H11NO

A structure of composition C6H11NO in a non-equilibrium geometry (ωB97M-V/def2-TZVPD, OMol25).

```
19
Properties=species:S:1:pos:R:3
C -2.0520 1.0017 -0.3857
C -1.4787 -0.3517 0.1650
C -0.2098 -0.2705 0.9401
C 0.9497 -0.3044 0.2486
C 2.1881 -0.7244 0.7326
C 3.3962 -0.4870 -0.0488
O 3.3735 0.5545 -0.8179
N -3.3518 0.6798 -1.2323
H -2.3545 1.4667 0.5600
H -1.2152 1.6621 -0.6316
H -2.2988 -0.6852 0.8045
H -1.4000 -1.0203 -0.6951
H -0.1866 -0.4017 2.0166
H 0.9061 0.0172 -0.7977
H 2.2279 -1.3855 1.5988
H 4.2182 -0.5061 0.7190
H 3.5317 -1.5215 -0.5021
H -3.8562 1.5270 -0.9960
H -2.3881 0.7490 -1.6781
```

The energy relative to the best compared isomer or geometry (same formula, charge and spin) is 7.9207 eV. The largest force on an atom is 6.09 eV/A. The electronic energy is -9930.5337 eV. The charge is 0. The calculation puts the HOMO-LUMO gap at 6.14 eV.

[3]
# C6H11NO

The molecule C6H11NO in a non-equilibrium geometry (ωB97M-V/def2-TZVPD, OMol25).

```
19
Properties=species:S:1:pos:R:3
O -1.4882 -1.4435 -2.3967
C -0.5780 -1.9024 -1.7508
C -0.0494 -1.0893 -0.5494
C -0.5433 0.3311 -0.4751
C -0.2246 0.8925 0.9278
C -1.0706 0.4888 1.8787
C 0.7479 2.0227 1.0228
N 1.4153 -1.3121 -0.7072
H -0.1674 -2.9060 -1.9190
H -0.2708 -1.6499 0.3997
H -1.5907 0.3651 -0.7758
H 0.0809 0.9396 -1.1426
H -0.9773 0.7121 2.9385
H -1.9594 -0.0217 1.5377
H 1.6877 1.9325 0.5104
H 1.0120 2.3008 2.0504
H 0.2634 2.8451 0.5088
H 1.7069 -2.0073 -1.3756
H 2.0055 -0.4980 -0.6825
```

The energy relative to the best compared isomer or geometry (same formula, charge and spin) is 2.2468 eV. The SMILES is C=C(C)C[C@H](N)C=O. The largest force on an atom is 3.23 eV/A. The electronic energy is -9936.2076 eV. The charge is 0. The calculation puts the HOMO-LUMO gap at 9.86 eV.

[4]
# C6H11NO

A cluster of 2 separate species, C6H11NO in total in a non-equilibrium geometry (ωB97M-V/def2-TZVPD, OMol25).

```
19
Properties=species:S:1:pos:R:3
C 1.4081 2.6849 1.3648
C 0.3661 1.7430 1.9008
C 0.1097 0.5767 1.2649
O -0.7550 -0.3664 1.7756
H 2.2253 2.8333 2.0913
H 1.7256 2.3017 0.3320
H 1.0418 3.7223 1.1492
H -0.0724 1.9569 2.8719
H 0.6575 0.2377 0.3530
H -1.1299 -0.9066 1.0393
C -0.3664 -2.2407 -0.8739
C -1.6958 -1.9583 -0.6847
C 0.1708 -0.8856 -2.7055
N 0.5690 -1.4599 -1.6220
H 0.1186 -3.1940 -0.5759
H -2.0620 -1.0542 -1.1201
H -2.3116 -2.7216 -0.2231
H 0.8659 -0.2471 -3.2803
H -0.8652 -1.0223 -3.0572
```

The energy relative to the best compared isomer or geometry (same formula, charge and spin) is 3.1455 eV. The multiplicity is 2. The largest force on an atom is 5.28 eV/A. The electronic energy is -9927.0829 eV. The charge is +1. The calculation puts the HOMO-LUMO gap (spin up / spin down) at 9.38 / 5.24 eV.

[5]
# C6H11NO2

A structure of composition C6H11NO2 in a non-equilibrium geometry (ωB97M-V/def2-TZVPD, OMol25).

```
20
Properties=species:S:1:pos:R:3
C -1.1542 1.2330 -1.3280
C -0.6127 0.1016 -0.5831
C -0.4165 0.2535 0.9680
C 0.3858 1.4926 0.9361
C 0.9106 -0.0657 -0.4007
C 0.6906 -0.8285 0.8745
H -0.4060 2.0929 -1.7656
H -1.9149 1.6274 -0.6253
H -1.5855 0.7929 -2.2557
H -0.8465 -1.7647 -0.4895
H -1.2398 0.4238 1.5902
H 0.9803 1.8267 1.8938
H -0.2008 2.3441 0.6420
H 1.5298 -0.5416 -1.1813
H 1.5424 -0.8133 1.6911
H 0.0607 -2.6611 1.6724
H 0.6254 -2.7216 0.0212
N 0.1487 -2.0804 0.7170
O -1.2614 -1.0731 -1.1295
O 1.4604 1.1779 0.0028
```

The energy relative to the best compared isomer or geometry (same formula, charge and spin) is 4.2182 eV. The largest force on an atom is 6.44 eV/A. The electronic energy is -11982.0501 eV. The charge is 0. The calculation puts the HOMO-LUMO gap at 9.66 eV.

[6]
# C6H11NO2

The molecule C6H11NO2 in a non-equilibrium geometry (ωB97M-V/def2-TZVPD, OMol25).

```
20
Properties=species:S:1:pos:R:3
C 0.5305 -0.0513 0.2257
C 0.0438 -1.4404 -0.6146
C -1.0666 -0.5455 -1.3003
C -0.2326 0.6339 -0.8310
C 0.0124 0.1156 1.6282
C -0.3623 1.5426 1.9438
H 2.3664 0.3949 1.0670
H 2.4487 -1.1780 0.0683
H 1.0077 -1.5766 -0.9487
H -0.0566 -2.5913 -0.0888
H -2.2716 -0.8641 -1.0995
H -1.9044 -0.1713 -3.0048
H -0.6839 1.6646 -0.7684
H 0.5172 0.3849 -1.5810
H 0.1686 -0.5157 2.3794
H -0.2460 1.9316 3.0085
H -0.1550 2.3710 1.0449
N 2.0453 -0.0790 -0.0722
O -0.8216 -0.5858 -2.7932
O -1.3402 0.5600 1.7366
```

The energy relative to the best compared isomer or geometry (same formula, charge and spin) is 9.0487 eV. The SMILES is N[C@]1([C@H]2CO2)C[C@H](O)C1. The largest force on an atom is 7.37 eV/A. The electronic energy is -11977.2195 eV. The charge is 0. The calculation puts the HOMO-LUMO gap at 10.30 eV.